Record 1
# C30H38CaCl3NO2PS2SeSi

A molecular structure, C30H38CaCl3NO2PS2SeSi in a non-equilibrium geometry (wB97M-V/def2-TZVPD, the Open Molecules 2025 dataset).

Element x y z (Å)
Ca -0.3259 -1.6852 1.5183
O 4.3836 -1.5463 1.4302
S 3.3344 -2.3050 2.0047
O 2.8253 -2.1466 3.3398
N 2.0407 -2.4188 0.9356
C 1.8004 -3.6848 0.5953
S 0.4047 -4.1565 -0.1566
C 2.8386 -4.6107 0.9980
C 2.9091 -5.9823 0.7053
C 3.9680 -6.6853 1.2592
C 4.9040 -6.0445 2.1180
C 4.7744 -4.6348 2.4252
C 3.7876 -3.9915 1.7733
H 2.2252 -6.5569 0.1695
H 4.2867 -7.7211 1.0617
H 5.7334 -6.6055 2.5236
H 5.5751 -4.1750 2.9990
Cl -4.5991 -2.5813 2.5308
Si -2.7851 -3.4284 1.8819
Cl -3.3190 -4.4857 0.1430
Cl -2.7177 -4.8321 3.4015
C 0.7827 -1.5589 -2.6947
C -0.6591 -1.0336 -2.6399
C -0.9697 -0.4559 -4.0268
C -1.5452 -2.2543 -2.4099
P -0.7692 0.0624 -1.1130
C 0.1535 1.4370 -1.7564
C -0.3876 2.4379 -2.5864
C 0.3910 3.3737 -3.1512
C 1.7816 3.4475 -2.8476
C 2.3158 2.4553 -2.0483
C 1.5016 1.4975 -1.4085
C -2.5712 0.7326 -1.0349
C -3.3260 -0.1584 -0.0133
C -2.6142 2.1897 -0.4480
C -3.4413 0.6824 -2.2761
H 0.8176 -2.3846 -3.4308
H 1.1350 -1.9989 -1.7807
H 1.6801 -0.8837 -2.9981
H -0.5386 -1.1714 -4.6917
H -0.4435 0.5017 -4.2003
H -1.9758 -0.3303 -4.3282
H -1.2086 -2.9885 -3.1414
H -2.6060 -2.0370 -2.4886
H -1.2333 -2.6138 -1.4056
H -1.4349 2.4170 -2.7538
H -0.1660 4.0586 -3.8793
H 2.4321 4.1227 -3.3861
H 3.3757 2.4250 -1.8273
H 1.8752 0.8092 -0.6392
H -3.0103 0.0338 1.0130
H -3.1504 -1.2228 -0.2856
H -4.3927 0.2041 -0.0615
H -2.0422 2.1388 0.4452
H -3.6332 2.3830 -0.1255
H -2.2317 2.8941 -1.1735
H -3.3194 -0.1414 -2.9312
H -3.3656 1.5123 -2.9382
H -4.5058 0.8270 -1.9364
C 0.7288 5.9896 1.3493
C 0.2355 4.6464 1.7969
C 1.0871 3.5341 1.8275
C 0.6627 2.2169 2.1155
C 1.6111 1.0902 2.1842
C -0.6620 1.9799 2.4350
Se -1.3572 0.3516 3.1389
C -1.5515 3.0945 2.4650
C -2.9969 2.9134 3.0207
C -1.1021 4.3607 2.0590
H 0.1025 6.8601 1.6752
H 0.8535 6.0679 0.2635
H 1.7677 6.1923 1.7746
H 2.1449 3.7126 1.6190
H 2.6660 1.2611 2.1645
H 1.3808 0.5092 1.2943
H 1.4000 0.4657 3.1089
H -2.9852 2.5026 4.0562
H -3.4676 2.0995 2.4176
H -3.4643 3.8577 2.9607
H -1.7982 5.1626 2.0163

The total charge is -1. For the energy, the calculation gives -7258.316611 Eh. The calculation puts the HOMO energy at -4.68 eV. For the max |F|, the calculation gives 0.075 hartree/bohr. The calculation puts the energy above the lowest of the compared OMol25 structures with the same formula, charge and spin at 0.000 eV.

Record 2
# C30H38N

A gas-phase ion, C30H38N (charge +1) in a non-equilibrium geometry (wB97M-V/def2-TZVPD, the Open Molecules 2025 dataset).

Element x y z (Å)
C -4.3790 1.7538 3.1668
C -3.5894 0.8075 2.3116
C -2.8971 -0.2522 2.8992
C -2.1991 -1.1956 2.1376
C -1.4952 -2.2830 2.9240
C -2.1211 -1.0105 0.7383
C -1.4352 -2.0103 -0.2197
C -2.1050 -3.3937 -0.1176
C 0.0719 -2.0889 -0.0494
C 0.7903 -0.7354 -0.2320
C 2.0482 -0.6201 0.6251
C 2.3987 0.7025 1.0173
C 1.3678 1.8028 0.9769
C 3.6577 1.0012 1.5270
C 4.5455 -0.0240 1.8621
C 5.9179 0.4132 2.3193
C 4.1450 -1.3444 1.7018
C 2.9106 -1.6797 1.1320
C 2.5775 -3.1573 1.2572
N 0.7980 -0.0626 -1.6410
C 1.0579 -1.0796 -2.6528
C 0.9562 1.2399 -2.1522
C 0.1989 2.0049 -3.0459
C 0.2661 3.4614 -2.9084
C -0.4335 4.3680 -3.7180
C -1.2246 3.8918 -4.7952
C -1.4473 2.4851 -4.8808
C -0.7339 1.6026 -4.0436
C -2.8115 0.0597 0.1446
C -2.7052 0.2753 -1.3511
C -3.5177 0.9463 0.9318
H -4.8378 2.5190 2.5353
H -5.1748 1.2433 3.7199
H -3.7410 2.2546 3.9011
H -2.8940 -0.3602 3.9719
H -1.5892 -3.2958 2.4931
H -0.4187 -2.0471 3.0799
H -1.9588 -2.3192 3.9295
H -1.6193 -1.6771 -1.2692
H -3.1714 -3.2936 -0.3970
H -1.6296 -4.1332 -0.7808
H -2.0720 -3.7671 0.9129
H 0.2979 -2.3161 1.0207
H 0.5104 -2.9322 -0.6917
H 0.0476 0.0705 0.1972
H 1.7863 2.6967 1.4320
H 1.1162 2.0361 -0.0568
H 0.4434 1.5577 1.5197
H 3.9146 2.0570 1.6815
H 6.4855 -0.3994 2.8069
H 6.5118 0.7670 1.4595
H 5.8453 1.2690 3.0166
H 4.8280 -2.1532 2.0211
H 3.5136 -3.6718 1.5422
H 1.8701 -3.4272 2.0672
H 2.2405 -3.6002 0.3186
H 0.2312 -1.1012 -3.3700
H 2.0186 -0.9383 -3.1746
H 1.1245 -2.0633 -2.1963
H 1.8268 1.7067 -1.7715
H 0.9647 3.8303 -2.1372
H -0.2890 5.4616 -3.5350
H -1.7213 4.6144 -5.4264
H -2.1434 2.1592 -5.6661
H -0.8973 0.5359 -4.2660
H -3.1936 1.2257 -1.6413
H -1.6399 0.3461 -1.6452
H -3.1788 -0.5366 -1.9300
H -4.0204 1.8035 0.4637

The total charge is +1. For the energy, the calculation gives -1220.359668 Eh. The calculation puts the HOMO energy at -10.92 eV. For the max |F|, the calculation gives 0.081 hartree/bohr. The SMILES is Cc1cc(C)c([C@H](C)C[C@@H](c2c(C)cc(C)cc2C)/[N+](C)=C/c2ccccc2)c(C)c1.